1.
{
  "formula": "C7H17N2S",
  "method": "the ωB97M-V functional and the def2-TZVPD basis",
  "total_charge": 1,
  "e_above_lowest_kcal_mol": 42.25,
  "elements": ["S", "N", "N", "C", "C", "C", "C", "C", "C", "C", "H", "H", "H", "H", "H", "H", "H", "H", "H", "H", "H", "H", "H", "H", "H", "H", "H"],
  "coordinates": [[-2.08531, 0.72331, -1.53638], [-0.05303, 1.54920, 0.14718], [-0.39380, -0.72017, 0.32921], [2.48908, 1.42069, 0.19716], [1.18787, 0.81781, -0.42631], [-2.10381, 0.56976, 1.35284], [1.24710, -1.39327, -1.61925], [-1.11819, -1.99125, 0.60229], [0.92040, -0.69680, -0.23735], [-1.16993, 0.39382, 0.14034], [0.73043, -0.93082, -2.49457], [3.36308, 0.82722, -0.22422], [0.35764, 1.86831, 1.05211], [-1.43776, 0.56980, 2.29360], [-1.57629, -2.29712, -0.32405], [-2.51228, 1.57128, 1.26526], [1.02184, -2.49439, -1.61560], [2.63310, 1.16792, 1.21933], [1.02795, 1.05174, -1.56609], [1.58515, -1.15416, 0.65858], [-1.82454, -1.65354, 1.36341], [-0.40715, 2.24536, -0.46210], [-0.53772, -2.79450, 1.08581], [2.32424, -1.36357, -1.76038], [2.55508, 2.56626, 0.14490], [-3.26699, 0.26215, -1.09042], [-2.95614, -0.11503, 1.50472]]
}


2.
{
  "formula": "C7H17N2Si",
  "method": "the ωB97M-V functional and the def2-TZVPD basis",
  "total_charge": 1,
  "e_above_lowest_kcal_mol": 29.38,
  "elements": ["Si", "N", "N", "C", "C", "C", "C", "C", "C", "C", "H", "H", "H", "H", "H", "H", "H", "H", "H", "H", "H", "H", "H", "H", "H", "H", "H"],
  "coordinates": [[-2.11010, -0.28456, -0.59740], [-0.85430, 0.45391, -1.48004], [-0.14505, -0.93632, 0.51908], [-0.19783, -1.02357, 2.92482], [2.23312, -0.62228, 0.23311], [0.81011, 2.02740, -0.35742], [0.54488, 0.70069, -1.14498], [-1.35123, 0.94236, -2.79791], [0.83662, -0.39240, -0.12715], [-0.13184, -1.91032, 1.60533], [1.08655, 0.72054, -2.08672], [2.93894, -0.45008, -0.62045], [-3.02887, -0.92259, -1.45468], [2.34995, 0.24021, 1.03612], [-1.15795, -2.27934, 1.68900], [2.45389, -1.51563, 0.79924], [-1.15998, -0.50357, 2.91228], [0.68883, -0.36125, 2.72301], [-2.29125, 0.44133, -2.99899], [1.82511, 2.19575, -0.41008], [0.52805, 1.94215, 0.73891], [0.66520, -2.51089, 1.80818], [0.32893, 2.86453, -0.85242], [-2.75317, 0.07494, 0.59728], [-1.57631, 2.01038, -2.79779], [-0.61103, 0.76065, -3.54428], [0.07872, -1.66203, 3.68396]]
}


3.
{
  "formula": "C7H17NO",
  "method": "the ωB97M-V functional and the def2-TZVPD basis",
  "e_above_lowest_kcal_mol": 67.78,
  "elements": ["O", "N", "C", "C", "C", "C", "C", "C", "C", "H", "H", "H", "H", "H", "H", "H", "H", "H", "H", "H", "H", "H", "H", "H", "H", "H"],
  "coordinates": [[0.08563, -1.09330, 5.24045], [0.63227, -2.99996, 4.04255], [0.15383, 1.43007, -3.16643], [0.38617, 1.35809, -0.63052], [0.21400, -1.69178, 4.19544], [0.30366, 0.65732, 0.70721], [-0.03478, 0.58163, -1.95396], [-0.55204, 0.78997, -4.44398], [-0.41281, -0.98805, 3.01742], [-0.41584, 1.38640, -5.42089], [0.78367, -0.25410, 0.72136], [1.37236, 1.88790, -0.85816], [-0.23301, -0.23861, -4.54371], [-0.76711, -1.40681, 1.99558], [-0.22912, 2.23419, -0.57032], [0.33988, -0.27204, 2.55748], [-1.62065, 0.71390, -4.41543], [0.31972, -3.45486, 3.07490], [-0.18949, 2.51785, -3.02703], [-1.14588, -0.30752, 3.64271], [1.17582, 1.45008, -3.44704], [0.45340, -0.45599, -2.06981], [0.68008, 1.19926, 1.54407], [-1.11035, 0.41272, -1.87921], [-0.77366, 0.48939, 0.91550], [0.58424, -3.94575, 4.77178]]
}


Q: What is the formula in the second record?
A: C7H17N2Si


Q: What is the formula in the second record?
A: C7H17N2Si